[1]
Entry from OMol25: a structure of composition C4H12N2O in a non-equilibrium geometry (ωB97M-V/def2-TZVPD).

The HOMO energy comes out at -0.31980 Ha. The largest force on an atom comes out at 3.753 eV/Å. Its frontier orbital gap is 9.55 eV. The value obtained for the energy above the lowest of the compared OMol25 structures with the same formula, charge and spin is 364.30 kJ/mol.

```
19
Properties=species:S:1:pos:R:3:forces:R:3
C -1.0476 0.6437 1.1938 0.3 0.5 0.8
C 0.9424 -0.5680 -1.2417 0.0 -0.4 0.2
C -1.9634 1.3118 0.2196 -0.1 0.1 0.2
C 0.5471 -1.9926 -0.8788 0.0 0.2 0.0
N 0.6463 0.3598 -0.1528 0.0 0.8 1.2
N 1.3981 0.1169 1.0377 0.0 1.4 1.6
O -0.5067 1.2865 2.1431 -1.0 -0.3 -1.3
H 0.7625 0.8137 2.0007 1.5 -2.0 -2.8
H 0.7188 1.3226 -0.4863 0.2 -0.1 0.0
H 2.3470 0.4834 0.9133 -0.3 0.0 0.0
H -1.0149 -0.4486 1.2365 -0.3 0.0 0.0
H 2.0195 -0.5378 -1.4708 -0.2 0.0 0.0
H 0.3956 -0.2294 -2.1278 0.1 0.0 0.1
H -2.9128 1.4930 0.7293 -0.1 0.0 -0.1
H -1.5680 2.2803 -0.0926 0.0 -0.1 0.1
H -2.1127 0.6907 -0.6591 -0.1 -0.1 0.0
H 1.0311 -2.2707 0.0550 0.0 -0.1 0.0
H 0.8495 -2.6813 -1.6668 0.0 0.0 0.0
H -0.5318 -2.0740 -0.7524 -0.1 0.0 0.0
```
Forces are in eV/Å.

Results of the Mulliken charge analysis, in e, for atoms 1 through 2: C 0.36; C -0.38

***

[2]
Entry from OMol25: a structure of composition C8H19InNO4 (ωB97M-V/def2-TZVPD).

The HOMO energy comes out at -0.17796 Ha. The largest force on an atom comes out at 0.488 eV/Å. Its charge is -1. Its frontier orbital gap is 7.91 eV. The value obtained for the energy above the lowest of the compared OMol25 structures with the same formula, charge and spin is 0.00 kJ/mol.

```
33
Properties=species:S:1:pos:R:3:forces:R:3
C 4.4815 0.5643 1.1174 0.2 0.2 0.1
C 4.1723 1.0961 -0.2668 0.1 -0.1 -0.2
O 4.8466 1.9372 -0.8132 -0.3 -0.1 0.2
O 3.0508 0.5908 -0.8162 0.3 0.1 -0.1
C 3.1004 -0.8351 -1.1753 -0.2 -0.2 0.1
In 1.1694 -1.8957 -0.8395 0.4 -0.3 0.2
O -0.2667 -1.1877 -2.1602 -0.1 0.0 0.2
C -1.5701 -1.0502 -1.6942 0.1 0.0 -0.2
C -2.0273 0.4163 -1.7801 0.0 0.1 -0.2
N -3.1247 0.7510 -0.8692 -0.1 -0.1 0.1
C -2.7248 1.4686 0.3310 -0.1 0.0 0.1
C -1.9052 0.6054 1.2843 0.2 0.1 -0.1
C -2.7007 -0.5443 1.8763 -0.2 0.2 0.0
O -1.4492 1.5052 2.3116 -0.2 -0.1 0.0
H 4.7707 -0.4884 1.0730 -0.1 0.1 0.0
H 3.5863 0.6456 1.7375 0.1 -0.1 0.0
H 5.2966 1.1473 1.5489 -0.1 -0.1 0.0
H 3.8384 -1.3436 -0.5387 -0.1 0.1 -0.1
H 3.4610 -0.8905 -2.2073 0.0 0.1 0.1
H 1.4728 -3.6295 -1.1190 -0.1 0.1 -0.1
H 0.6568 -1.6346 0.8424 -0.1 0.1 -0.1
H -2.2608 -1.6524 -2.3132 0.0 0.0 0.1
H -1.7074 -1.3987 -0.6560 0.0 0.1 -0.1
H -2.3620 0.6063 -2.8083 0.1 0.0 0.1
H -1.1465 1.0558 -1.6150 -0.1 -0.1 0.1
H -3.8376 1.2753 -1.3519 0.0 0.0 0.0
H -2.1359 2.3721 0.1023 0.0 -0.1 0.1
H -3.6278 1.7901 0.8691 0.1 0.0 -0.1
H -1.0303 0.2064 0.7495 -0.1 0.1 0.2
H -2.0878 -1.1001 2.5929 -0.1 0.0 -0.1
H -3.0360 -1.2271 1.0917 0.1 0.1 0.1
H -3.5902 -0.1455 2.3834 0.1 -0.1 0.0
H -1.3125 0.9895 3.1127 0.1 0.0 -0.1
```
Forces are in eV/Å.

Results of the Mulliken charge analysis, in e, for atoms 1 through 2: C -0.84; C 0.64

***

[3]
Entry from OMol25: a structure of composition C16H34F6MnN2O6 in a non-equilibrium geometry (ωB97M-V/def2-TZVPD).

The HOMO energy (spin up / spin down) comes out at -0.27307 / -0.30340 Ha. The largest force on an atom comes out at 2.834 eV/Å. Its frontier orbital gap (spin up / spin down) is 7.95 / 8.76 eV. The value obtained for the energy above the lowest of the compared OMol25 structures with the same formula, charge and spin is 117.26 kJ/mol. The spin multiplicity is 6.

```
65
Properties=species:S:1:pos:R:3:forces:R:3
Mn 0.5190 0.7808 0.4587 -1.1 -0.4 -0.8
C -1.2954 2.7527 -1.2142 0.7 -0.5 1.9
O -1.8672 1.4753 -1.4800 -0.2 -0.2 -0.8
O -0.4162 2.5794 -0.1870 -0.1 0.3 -1.2
C -0.7199 3.3586 -2.5333 0.3 0.2 1.4
F 0.1863 4.3295 -2.2771 0.0 -0.2 -0.1
F -0.1086 2.4345 -3.2808 0.1 0.0 -0.6
F -1.6905 3.9480 -3.2444 -0.1 -0.1 -0.5
C -2.8290 1.3678 -2.5168 0.6 -1.1 -0.4
C -3.2386 -0.1107 -2.6522 -0.2 0.4 1.2
H -2.5347 -0.7239 -3.2116 -0.2 0.3 -0.6
H -3.2332 -0.6099 -1.6786 -0.3 0.3 0.2
H -4.2642 -0.1044 -3.0189 0.1 -0.5 -0.4
H -2.4125 1.5646 -3.5103 0.1 0.7 0.1
H -3.6726 2.0363 -2.3337 -0.1 -0.1 0.0
H -2.0866 3.4445 -0.8976 -0.4 0.2 -0.3
C 1.3497 -2.4940 0.8458 1.0 1.9 -1.9
O -0.0223 -2.8313 0.7225 -0.2 -0.8 0.5
O 1.4281 -1.1434 0.7684 0.3 -0.5 1.3
C 2.1299 -3.1387 2.0557 -1.4 1.0 0.1
F 1.9024 -4.4645 2.1433 0.1 0.0 0.1
F 3.4536 -2.9653 2.0009 -0.1 0.0 -0.3
F 1.7121 -2.5673 3.2114 0.1 -0.3 0.1
C -0.3676 -4.1609 0.3459 -0.7 -0.1 0.8
C -1.7987 -4.1641 -0.1888 -0.3 0.6 -0.5
H -2.3231 -5.1021 -0.0135 0.2 -0.2 -0.2
H -2.4418 -3.3977 0.2533 0.4 0.0 0.5
H -1.8522 -3.8928 -1.2460 0.2 -0.4 -0.1
H -0.3449 -4.7934 1.2369 0.1 -0.1 0.0
H 0.3453 -4.5830 -0.3659 0.0 0.2 -0.1
H 1.8623 -2.8715 -0.0547 0.1 -0.8 0.0
C 4.1089 2.6357 -1.2073 0.0 -0.6 -1.2
C 2.7037 2.0821 -1.0219 -0.5 0.3 -0.3
C 2.3282 0.9414 -1.9946 0.7 0.5 0.0
O 1.0921 0.4019 -1.6090 0.1 0.1 -0.7
C 0.5388 -0.5384 -2.5189 0.0 -0.1 0.6
N 2.4823 1.6788 0.3939 1.7 0.2 -0.5
H 4.1458 3.2597 -2.1027 0.0 0.1 0.1
H 4.7828 1.8019 -1.4278 0.3 0.1 0.4
H 4.4597 3.2191 -0.3593 -0.1 0.0 0.0
H 1.9952 2.8593 -1.3147 -0.2 0.1 0.7
H 3.0750 0.1401 -2.0658 0.1 0.0 0.2
H 2.2561 1.4211 -2.9776 0.0 -0.2 -0.1
H 0.1701 -0.0553 -3.4238 -0.1 0.1 0.0
H -0.2626 -1.0050 -1.9492 -0.2 0.0 -0.3
H 1.2635 -1.3136 -2.7809 0.2 0.1 0.0
H 2.8028 2.4590 0.9635 -0.7 0.4 -0.1
H 3.2611 1.0394 0.5783 -0.5 -0.6 0.1
C -2.8018 -0.9210 2.9470 -1.4 0.9 0.2
C -1.8830 0.0958 2.2725 0.6 0.2 0.5
C -0.6437 0.3708 3.1655 0.0 0.0 -0.5
O 0.3233 1.2077 2.5003 -0.4 0.3 0.5
C 1.3568 1.5405 3.3976 0.5 -1.3 1.1
N -1.5032 -0.2875 0.9088 0.2 -0.7 0.8
H -3.4346 -0.3246 3.6148 0.4 -0.4 0.8
H -2.3818 -1.8017 3.4277 0.4 0.2 0.1
H -3.6061 -1.2640 2.2870 0.5 -0.2 -0.5
H -2.4311 1.0373 2.1922 0.0 0.0 -0.1
H -0.1358 -0.5659 3.4160 -0.1 -0.1 0.1
H -0.8961 0.9218 4.0741 -0.4 -0.3 0.1
H 1.7202 0.6120 3.8606 0.0 -0.1 0.0
H 0.9945 2.1289 4.2439 0.0 0.5 -0.3
H 2.2528 1.9404 2.9376 -0.4 0.5 -0.4
H -1.1036 -1.2283 0.9770 0.2 0.0 -0.2
H -2.3990 -0.4426 0.4576 0.2 0.4 -0.6
```
Forces are in eV/Å.

Results of the Mulliken charge analysis, in e, for atoms 1 through 2: Mn 1.56; C -0.32

***

[4]
Entry from OMol25: a cluster of 2 separate species, F2H2O2Si in total in a non-equilibrium geometry (ωB97M-V/def2-TZVPD).

As for the SMILES: O=[Si](F)F.O. The HOMO energy comes out at -0.43053 Ha. The largest force on an atom comes out at 2.243 eV/Å. Its frontier orbital gap is 11.11 eV. The value obtained for the energy above the lowest of the compared OMol25 structures with the same formula, charge and spin is 350.02 kJ/mol.

```
7
Properties=species:S:1:pos:R:3:forces:R:3
O -2.4158 -0.6937 -0.2853 1.2 1.1 0.7
O 2.7216 -1.1481 -0.1185 -0.4 0.5 -0.1
F 1.8470 1.3900 -0.8479 -0.1 0.4 -0.7
F 1.4995 0.7216 1.4649 -0.3 0.1 0.4
Si 2.0342 0.1807 0.1036 0.8 -1.1 0.4
H -3.3339 -0.6374 -0.4366 -2.0 -0.8 -0.7
H -2.3526 0.1869 0.1199 0.8 -0.3 0.1
```
Forces are in eV/Å.

Results of the Mulliken charge analysis, in e, for atoms 1 through 2: O -0.61; O -0.55

***

[5]
Entry from OMol25: a structure of composition C4H6O2 in a non-equilibrium geometry (ωB97M-V/def2-TZVPD).

The HOMO energy (spin up / spin down) comes out at -0.31124 / -0.31121 Ha. The largest force on an atom comes out at 3.048 eV/Å. Its frontier orbital gap (spin up / spin down) is 8.43 / 8.43 eV. The value obtained for the energy above the lowest of the compared OMol25 structures with the same formula, charge and spin is 550.01 kJ/mol.

```
12
Properties=species:S:1:pos:R:3:forces:R:3
C 1.1292 0.1939 -0.4839 -1.3 -1.7 2.2
C 1.3520 -0.2784 0.9683 0.0 0.8 -2.3
C -1.3866 0.5860 0.1021 1.0 -2.8 -0.6
C -0.2997 -0.2560 -0.0494 -0.1 -0.5 -0.1
O -2.6234 0.1083 0.1881 -1.1 0.4 0.5
O -0.7276 -1.5711 -0.1289 -1.0 0.5 -0.3
H 0.9923 1.1968 -0.7369 0.5 2.1 -0.1
H 1.5864 -0.2991 -1.3109 -0.2 -1.1 -0.5
H 1.5459 0.6824 1.4339 -0.5 0.4 0.9
H -1.4538 1.5831 -0.1801 0.7 1.9 0.1
H -2.7620 -0.8097 0.4638 0.9 0.0 -0.2
H -0.0736 -2.2571 -0.1146 1.1 0.1 0.4
```
Forces are in eV/Å.

Results of the Mulliken charge analysis, in e, for atoms 1 through 2: C -0.55; C -0.45

***

[6]
Entry from OMol25: a structure of composition C48H53LaN5O2S in a non-equilibrium geometry (ωB97M-V/def2-TZVPD).

The HOMO energy comes out at -0.15180 Ha. The largest force on an atom comes out at 4.155 eV/Å. Its charge is -1. Its frontier orbital gap is 6.00 eV.

```
110
Properties=species:S:1:pos:R:3:forces:R:3
La 0.2346 0.8553 -1.0563 -0.5 -0.7 0.1
O 2.5371 0.7278 -1.6055 0.5 0.9 -0.6
C 3.2927 1.1261 -2.6047 -0.9 1.2 1.1
C 4.2034 0.2363 -3.1404 0.6 -0.4 -0.5
C 4.9973 0.5996 -4.1957 0.1 0.1 -0.4
C 4.9258 1.8822 -4.7267 0.3 0.1 -0.5
C 4.1047 2.8454 -4.1824 0.2 0.1 0.1
C 3.2822 2.4992 -3.1099 -0.3 -1.6 0.9
C 2.2518 3.4063 -2.6723 0.3 0.9 0.1
N 1.0598 3.0842 -2.3419 -0.2 -0.5 -0.3
C 0.0269 4.0769 -2.5451 0.1 1.2 0.3
C -1.2600 3.4641 -3.0499 -0.8 0.3 1.3
N -1.7385 2.4789 -2.0513 -0.2 -0.2 -0.4
C -2.9658 2.0876 -2.1568 0.2 0.8 -0.1
C -3.7375 1.5119 -1.0867 -0.6 -1.0 1.0
C -5.1522 1.6123 -1.0703 0.0 -0.7 0.3
C -5.9020 1.1016 -0.0088 0.9 0.2 0.1
C -5.2475 0.4956 1.0716 -0.8 -0.4 -0.3
C -3.9010 0.3031 1.0305 -0.3 -0.4 1.6
C -3.1091 0.8192 0.0164 0.8 0.8 -1.1
O -1.8332 0.6601 0.0851 -0.2 0.0 -0.2
H 4.2322 -0.7493 -2.7192 0.0 -0.4 0.1
H 5.6762 -0.0981 -4.6750 -0.1 -0.1 0.2
H 5.4779 2.0940 -5.6281 0.2 0.2 0.0
H 4.1082 3.8400 -4.6443 -0.3 -0.3 0.4
H 2.5430 4.4889 -2.6568 -0.4 -0.5 -0.7
H 0.3353 4.7811 -3.3341 0.1 0.1 0.3
H -0.2014 4.6666 -1.6292 0.2 -0.4 -0.4
H -1.1275 3.0367 -4.0365 -0.2 0.0 -0.3
H -1.9869 4.3194 -2.9785 0.4 -0.7 -0.8
H -3.5499 2.2922 -3.0812 0.3 0.3 0.4
H -5.6822 2.0391 -1.9110 0.1 0.2 -0.2
H -6.9644 1.0980 0.0784 -0.7 0.5 -0.6
H -5.8728 0.0972 1.8875 0.5 0.2 -0.3
H -3.4064 -0.2213 1.8504 -0.2 0.2 -0.5
C 0.6428 -1.0739 4.8403 -0.4 -1.3 0.2
C -0.3825 -0.0929 4.3066 -0.9 0.4 0.9
C -1.3259 -0.7002 3.2811 0.2 0.2 -0.4
C 0.1253 1.3043 3.9803 1.3 0.3 -0.7
C 0.3869 2.1609 5.0975 -0.2 -0.2 -1.3
C 0.5774 3.5161 4.8879 0.3 0.8 -0.1
C 0.4837 4.0488 3.5794 -0.1 -0.7 0.2
C 0.4240 3.2183 2.4581 -0.5 -1.0 1.2
C 0.2735 3.9068 1.1325 1.0 -0.3 -0.2
C -1.1926 4.3587 0.9944 0.2 -0.9 -1.1
C 1.3621 5.0414 1.0490 -0.8 -0.9 -1.0
C 0.4029 1.7881 2.6375 0.6 0.9 0.9
N 0.8044 0.9467 1.5352 -0.2 -0.7 1.3
C 1.7535 0.0752 1.8224 -0.8 0.6 0.0
C 2.1485 -1.0878 1.0933 0.6 0.1 0.0
C 3.3594 -1.6407 1.5912 0.0 1.1 -0.6
C 4.1152 -2.4104 0.7710 1.5 -1.6 -0.2
C 3.6695 -2.8127 -0.5050 -0.6 0.7 -0.6
C 2.3863 -2.4408 -0.9335 2.3 -1.0 0.7
C 1.5724 -1.7022 -0.0811 -2.2 -1.1 1.4
N 0.2052 -1.7623 -0.2684 0.8 3.1 0.6
C -0.4438 -2.9384 -0.3565 -0.5 -3.0 -0.5
C -0.2565 -4.0294 0.6168 0.5 0.3 -1.3
C -0.3926 -5.3807 0.2077 -0.7 1.5 0.4
C -1.0635 -5.6498 -0.9707 0.3 -1.5 -0.7
C -1.5028 -4.6239 -1.8014 -0.4 0.0 0.5
C -1.2779 -3.2907 -1.4769 0.5 0.3 -0.4
C -1.8089 -2.2657 -2.4873 0.0 -1.4 -0.7
C -3.2834 -1.9548 -2.1824 0.3 0.7 0.1
C -1.6492 -2.8317 -3.9365 0.4 0.7 0.4
C 0.1754 -3.8162 2.0486 0.3 -0.9 0.3
C -0.9186 -4.3764 3.0024 0.0 -0.4 -0.9
C 1.4948 -4.6117 2.3018 -0.3 0.1 0.3
H 0.0820 -1.9958 5.1750 0.6 0.8 -0.3
H 1.1570 -0.6731 5.7196 0.1 0.0 -0.2
H 1.3583 -1.4097 4.0762 -0.1 0.2 0.2
H -1.0841 0.0680 5.1759 0.7 0.2 -0.5
H -0.8216 -1.1245 2.3969 -0.3 0.2 0.3
H -2.0278 0.0656 2.9335 0.4 -0.1 0.1
H -1.9035 -1.4604 3.8081 0.0 -0.3 -0.3
H 0.4963 1.7128 6.0964 -0.4 0.3 -0.5
H 0.8336 4.1888 5.7287 -0.3 -0.5 -0.5
H 0.4927 5.1180 3.3461 0.1 -0.3 0.7
H 0.5812 3.1784 0.3466 -0.5 0.5 0.3
H -1.4058 5.1002 1.7182 -0.1 1.0 0.8
H -1.9188 3.5524 1.1723 0.5 -0.1 -0.1
H -1.4152 4.7459 -0.0043 0.1 0.1 0.1
H 1.0064 5.9869 1.4482 0.1 0.1 -0.1
H 1.6524 5.1343 -0.0058 -0.1 0.4 0.2
H 2.2398 4.7000 1.5825 0.2 0.1 0.2
H 2.4832 0.2929 2.6239 -0.8 -0.1 0.3
H 3.7202 -1.3550 2.5882 -0.1 0.1 -0.5
H 5.1074 -2.7771 1.0853 -0.6 0.2 0.0
H 4.3671 -3.3800 -1.1502 -0.6 0.3 0.4
H 1.9956 -2.7393 -1.8827 -0.3 -0.2 -0.3
H -0.0003 -6.1586 0.8770 -0.6 0.2 -0.5
H -1.1969 -6.7016 -1.2929 0.1 0.7 0.2
H -1.9976 -4.8347 -2.7662 0.3 -0.2 1.0
H -1.1640 -1.4028 -2.4978 -0.4 0.2 0.5
H -3.9472 -2.7879 -2.4078 0.1 -0.4 0.2
H -3.6569 -1.1336 -2.8155 0.2 0.0 0.3
H -3.3702 -1.6832 -1.1159 -0.2 0.0 -0.5
H -2.3086 -3.6586 -4.1262 -0.2 -0.5 -0.1
H -0.6063 -3.1156 -4.1434 -0.3 -0.1 0.2
H -1.9003 -2.1061 -4.6945 -0.1 0.6 -0.1
H 0.2840 -2.7598 2.2765 0.3 0.0 -0.2
H -0.9154 -5.4742 2.9641 -0.1 0.2 -0.2
H -1.9362 -4.0280 2.7630 0.4 0.0 0.1
H -0.6722 -4.1491 4.0152 0.1 0.5 0.9
H 1.2862 -5.6935 2.2269 0.0 0.4 0.5
H 1.9961 -4.3902 3.2635 -0.4 -0.1 -0.3
H 2.2044 -4.4462 1.5067 0.3 0.4 -0.3
S 0.0255 1.1387 -5.7168 0.0 0.3 -0.8
C 0.1524 0.3094 -4.3541 0.1 -1.9 3.7
N 0.2114 -0.2841 -3.2972 0.2 2.1 -3.4
```
Forces are in eV/Å.

Results of the Mulliken charge analysis, in e, for atoms 1 through 2: La 2.66; O -0.04

***

[7]
Entry from OMol25: a structure of composition C10H6Br2LiN3O2 (ωB97M-V/def2-TZVPD).

The HOMO energy comes out at -0.30313 Ha. The largest force on an atom comes out at 0.160 eV/Å. Its frontier orbital gap is 7.30 eV. The value obtained for the energy above the lowest of the compared OMol25 structures with the same formula, charge and spin is 0.00 kJ/mol.

```
24
Properties=species:S:1:pos:R:3:forces:R:3
Li 0.0000 2.1315 0.6828 0.0 -0.1 0.1
Br 3.9226 -2.9790 -1.0533 0.0 0.0 0.0
C 2.8718 -1.4872 -0.5873 0.0 0.0 0.0
C 3.4765 -0.3118 -0.1826 0.0 0.0 0.0
C 2.6488 0.7496 0.1437 0.0 0.0 0.0
N 1.3225 0.6860 0.0863 0.1 0.0 0.0
C 0.7479 -0.4580 -0.2944 0.0 0.0 0.0
C 1.4934 -1.5761 -0.6468 -0.1 0.0 0.0
C -0.7477 -0.4580 -0.2943 0.0 0.0 0.0
C -1.4933 -1.5760 -0.6469 0.1 0.0 0.0
C -2.8717 -1.4872 -0.5874 -0.1 0.0 0.0
Br -3.9225 -2.9789 -1.0538 0.0 0.0 0.0
C -3.4765 -0.3119 -0.1826 0.0 0.0 0.0
C -2.6488 0.7495 0.1438 0.0 0.0 0.0
N -1.3225 0.6861 0.0865 -0.1 0.0 0.0
H 4.5505 -0.2205 -0.1204 0.0 0.0 0.0
H 3.0664 1.6947 0.4685 0.0 0.0 0.0
H 1.0286 -2.4987 -0.9575 0.0 0.0 0.0
H -1.0285 -2.4986 -0.9579 0.0 0.0 0.0
H -4.5505 -0.2207 -0.1204 0.0 0.0 0.0
H -3.0666 1.6945 0.4687 0.0 0.0 0.0
O 0.0001 2.7235 2.5446 0.0 -0.1 0.0
N 0.0000 3.9121 2.1575 0.0 0.1 -0.1
O -0.0001 4.0351 0.9033 0.0 0.1 0.1
```
Forces are in eV/Å.

Results of the Mulliken charge analysis, in e, for atoms 1 through 2: Li 0.89; Br -0.15